Entry from the OMol25 dataset: FH2IP2 in the gas phase (the ωB97M-V functional and the def2-TZVPD basis).

Values from the calculation:
Energy relative to the best compared isomer or geometry (same formula, charge and spin)   80.9 kJ/mol
E_LUMO   -0.793 eV
Orbital gap   7.485 eV

```
6
FH2IP2 | the OMol25 dataset | the ωB97M-V functional and the def2-TZVPD basis
F -0.548 2.226 -0.496
P -1.174 0.859 -0.036
P -3.007 1.204 0.630
I -2.944 -1.382 0.705
H -0.638 0.024 -1.004
H -0.130 0.514 0.828
```

Entry from the OMol25 dataset: 2 unconnected molecules or ions with the total composition C2H8OS2 (the ωB97M-V functional and the def2-TZVPD basis).

Values from the calculation:
Energy relative to the best compared isomer or geometry (same formula, charge and spin)   118.1 kJ/mol
Structure (SMILES)   CCO.SS
E_LUMO   0.525 eV
Orbital gap   9.819 eV

```
13
C2H8OS2 | the OMol25 dataset | the ωB97M-V functional and the def2-TZVPD basis
S -1.422 -0.087 1.575
S -0.958 1.044 3.225
H -1.329 0.928 0.624
H -2.086 1.681 3.399
C 0.963 0.029 -0.839
O 0.243 1.106 -1.350
C 0.250 -1.349 -1.034
H 1.230 0.017 0.304
H 1.924 -0.151 -1.442
H 0.773 1.922 -1.266
H -0.110 -1.411 -2.004
H -0.553 -1.592 -0.241
H 1.077 -2.138 -0.950
```

Entry from the OMol25 dataset: a molecular structure, Br6ClN2O10Sn3 (the ωB97M-V functional and the def2-TZVPD basis).

Values from the calculation:
E_LUMO   3.369 eV
Net charge   -3
Orbital gap   3.713 eV

```
22
Br6ClN2O10Sn3 | the OMol25 dataset | the ωB97M-V functional and the def2-TZVPD basis
Sn -0.910 2.816 0.873
Sn 0.840 -1.047 -0.107
Sn -0.401 -1.641 -4.526
Br -2.075 3.611 3.266
Br -2.847 -2.975 -6.782
Br -0.900 0.661 -5.738
Br -2.310 1.113 -0.166
Br 2.366 -1.684 -4.430
Br -3.948 4.841 -2.863
N 1.593 1.911 -0.879
O 0.502 1.244 -0.319
O 2.042 2.859 -0.232
O 1.809 1.476 -1.914
N 3.416 -0.934 0.924
O 2.588 -1.959 1.038
O 4.471 -1.090 1.421
O 3.000 0.083 0.162
Cl -1.798 -2.166 3.930
O -0.365 -2.283 4.063
O -2.237 -1.534 2.620
O -2.803 -3.091 4.419
O -2.032 -0.212 5.242
```

Entry from the OMol25 dataset: a molecular structure, C44H41AuN2O3PSi (the ωB97M-V functional and the def2-TZVPD basis).

Values from the calculation:
Energy relative to the best compared isomer or geometry (same formula, charge and spin)   55.4 kJ/mol
E_LUMO   -4.323 eV
Net charge   +1
Orbital gap   6.274 eV

```
93
C44H41AuN2O3PSi | the OMol25 dataset | the ωB97M-V functional and the def2-TZVPD basis
Au -0.138 0.167 0.068
N 1.674 0.257 -1.103
C 2.527 1.358 -0.699
C 3.902 1.236 -0.695
C 4.674 2.325 -0.304
C 4.076 3.519 0.071
C 2.691 3.620 0.103
C 1.917 2.528 -0.267
P 0.133 2.418 -0.094
C -0.648 2.982 -1.606
C 0.039 3.874 -2.433
C -0.580 4.366 -3.570
C -1.870 3.964 -3.887
C -2.546 3.062 -3.076
C -1.942 2.564 -1.933
C -0.382 3.412 1.294
C -1.612 4.065 1.262
C -2.060 4.735 2.390
C -1.288 4.751 3.541
C -0.060 4.096 3.576
C 0.392 3.418 2.460
H 2.167 -0.630 -1.172
H 1.220 0.433 -1.999
H 4.372 0.310 -1.004
H 5.752 2.236 -0.299
H 4.685 4.364 0.363
H 2.215 4.532 0.441
H 1.049 4.183 -2.193
H -0.054 5.061 -4.210
H -2.348 4.353 -4.776
H -3.547 2.745 -3.333
H -2.467 1.865 -1.296
H -2.221 4.046 0.367
H -3.020 5.232 2.370
H -1.644 5.272 4.419
H 0.539 4.108 4.477
H 1.338 2.892 2.496
O -3.415 1.328 2.313
C -2.348 0.924 1.919
O -2.031 0.868 0.644
C -1.300 0.498 2.923
C -1.635 0.391 4.288
C -0.638 0.095 5.168
C 0.691 -0.071 4.707
C 1.778 -0.343 5.572
C 3.042 -0.468 5.074
C 3.279 -0.332 3.687
C 2.248 -0.088 2.827
C 0.933 0.047 3.322
N -0.093 0.321 2.467
H -2.660 0.545 4.588
H -0.845 -0.008 6.226
H 1.589 -0.449 6.633
H 3.870 -0.679 5.737
H 4.289 -0.423 3.309
H 2.413 0.002 1.760
C -1.022 -4.330 1.781
C -0.358 -4.551 0.416
C 1.168 -4.497 0.566
C -0.768 -5.899 -0.183
Si -0.901 -3.123 -0.691
O -0.203 -1.791 -0.044
C -2.773 -3.084 -0.768
C -3.467 -1.966 -0.299
C -4.852 -1.884 -0.366
C -5.579 -2.929 -0.914
C -4.913 -4.050 -1.394
C -3.530 -4.124 -1.322
C -0.202 -3.295 -2.434
C 1.166 -3.069 -2.642
C 1.726 -3.093 -3.911
C 0.920 -3.337 -5.016
C -0.437 -3.555 -4.839
C -0.989 -3.531 -3.563
H -0.689 -5.087 2.499
H -2.111 -4.396 1.713
H -0.764 -3.349 2.192
H 1.504 -5.238 1.301
H 1.502 -3.515 0.911
H 1.671 -4.730 -0.375
H -0.331 -6.719 0.397
H -0.419 -6.011 -1.213
H -1.850 -6.038 -0.162
H -2.920 -1.139 0.129
H -5.358 -1.004 0.013
H -6.658 -2.876 -0.967
H -5.474 -4.869 -1.826
H -3.040 -5.009 -1.709
H 1.808 -2.886 -1.785
H 2.789 -2.932 -4.043
H 1.350 -3.359 -6.009
H -1.071 -3.740 -5.697
H -2.054 -3.693 -3.451
```

Entry from the OMol25 dataset: a molecular structure, C26H25AsBrN3S4SiTc (the ωB97M-V functional and the def2-TZVPD basis).

Values from the calculation:
Energy relative to the best compared isomer or geometry (same formula, charge and spin)   55.2 kJ/mol
E_LUMO (spin up / spin down)   -0.577 / -0.925 eV
Orbital gap (spin up / spin down)   4.954 / 6.210 eV
Multiplicity   4

```
62
C26H25AsBrN3S4SiTc | the OMol25 dataset | the ωB97M-V functional and the def2-TZVPD basis
Tc -15.155 -7.410 6.922
S -12.560 -6.530 10.006
As -14.131 -7.856 9.987
S -16.181 -7.119 9.107
S -13.551 -8.562 7.819
S -14.503 -9.581 11.275
C -12.388 -2.597 8.101
C -13.372 -3.319 7.217
C -14.308 -2.594 6.438
C -15.289 -3.243 5.757
C -15.448 -4.631 5.994
Br -17.132 -5.440 5.484
N -14.509 -5.335 6.637
C -13.523 -4.673 7.281
H -11.866 -2.005 7.307
H -11.679 -3.297 8.562
H -12.781 -1.912 8.801
H -14.313 -1.516 6.433
H -16.069 -2.712 5.151
H -12.799 -5.291 7.810
C -18.135 -10.456 6.321
C -17.285 -9.555 6.962
N -16.453 -8.817 6.165
C -16.207 -9.305 4.909
C -17.058 -10.210 4.176
C -18.077 -10.797 4.984
C -16.626 -10.630 2.899
C -15.456 -10.147 2.310
C -14.615 -9.216 3.021
C -13.513 -8.585 2.446
C -12.885 -7.566 3.138
C -13.303 -7.252 4.400
N -14.309 -7.825 5.013
C -15.007 -8.840 4.341
H -18.864 -10.790 6.950
H -17.389 -9.269 7.980
H -18.777 -11.554 4.498
H -17.191 -11.456 2.367
H -15.110 -10.444 1.325
H -13.214 -8.867 1.402
H -11.996 -7.015 2.781
H -12.816 -6.494 4.989
C -16.253 -3.925 9.849
Si -17.252 -5.503 9.930
C -18.845 -5.407 8.962
C -17.376 -5.807 11.756
C -17.404 -4.851 12.717
C -17.381 -5.156 14.075
C -17.281 -6.496 14.481
C -17.230 -7.502 13.441
C -17.193 -7.095 12.137
H -16.481 -3.388 8.924
H -15.174 -4.221 9.885
H -16.372 -3.343 10.798
H -19.755 -5.802 9.537
H -18.850 -5.984 7.932
H -18.967 -4.357 8.651
H -17.530 -3.804 12.356
H -17.414 -4.434 14.861
H -17.046 -6.805 15.486
H -17.285 -8.534 13.738
H -17.118 -7.945 11.414
```

Entry from the OMol25 dataset: C18H20ClNO2 in the gas phase (the ωB97M-V functional and the def2-TZVPD basis).

Values from the calculation:
Energy relative to the best compared isomer or geometry (same formula, charge and spin)   7.8 kJ/mol
Structure (SMILES)   C[C@H](NC(=O)CCCOc1ccc(Cl)cc1)c1ccccc1
E_LUMO   0.706 eV
Orbital gap   9.602 eV

```
42
C18H20ClNO2 | the OMol25 dataset | the ωB97M-V functional and the def2-TZVPD basis
C -0.664 1.848 -2.114
H -0.160 2.632 -2.672
H -1.634 1.661 -2.568
C 0.181 0.577 -2.128
N -0.525 -0.486 -1.434
C -0.399 -1.787 -1.774
O 0.228 -2.165 -2.739
C -1.141 -2.723 -0.830
H -2.164 -2.356 -0.717
H -1.177 -3.713 -1.283
C -0.467 -2.780 0.550
C -1.513 -2.844 1.667
H -2.150 -3.722 1.537
H -1.032 -2.908 2.650
O -2.411 -1.752 1.605
C -1.955 -0.493 1.846
C -0.798 -0.175 2.552
C -0.445 1.149 2.750
C -1.237 2.164 2.240
C -2.397 1.863 1.541
C -2.750 0.544 1.348
H -3.651 0.288 0.812
H -3.014 2.656 1.149
Cl -0.771 3.816 2.465
H 0.452 1.390 3.299
H -0.164 -0.946 2.959
H 0.156 -1.894 0.694
H 0.183 -3.652 0.623
H -1.028 -0.232 -0.597
C 1.540 0.815 -1.506
C 1.655 1.089 -0.149
C 2.897 1.297 0.424
C 4.040 1.234 -0.355
C 3.934 0.960 -1.707
C 2.691 0.749 -2.278
H 2.612 0.524 -3.332
H 4.823 0.906 -2.319
H 5.010 1.397 0.092
H 2.972 1.510 1.480
H 0.769 1.141 0.468
H 0.320 0.226 -3.156
H -0.815 2.194 -1.093
```

Entry from the OMol25 dataset: 2 unconnected molecules or ions with the total composition C10H16 (the ωB97M-V functional and the def2-TZVPD basis).

Values from the calculation:
Energy relative to the best compared isomer or geometry (same formula, charge and spin)   264.1 kJ/mol
E_LUMO (spin up / spin down)   -4.343 / -8.440 eV
Net charge   +1
Orbital gap (spin up / spin down)   10.162 / 6.064 eV
Multiplicity   2

```
26
C10H16 | the OMol25 dataset | the ωB97M-V functional and the def2-TZVPD basis
C 0.006 -3.309 1.703
C 1.425 -3.013 1.263
H 0.003 -3.226 2.721
H -0.688 -2.556 1.195
H -0.431 -4.391 1.713
H 1.805 -3.627 0.572
H 1.982 -2.939 2.198
H 1.514 -2.064 0.909
C -1.355 2.007 0.754
C -2.521 2.693 0.085
C -0.484 1.238 -0.174
C -0.738 -0.078 -0.544
C 0.848 1.666 -0.340
C 0.115 -0.806 -1.355
C 1.822 0.891 -0.986
C 1.430 -0.381 -1.511
H -0.941 2.738 1.343
H -1.715 1.270 1.668
H -2.836 3.664 0.658
H -1.756 -0.488 -0.328
H 1.018 2.739 -0.350
H -0.124 -1.789 -1.627
H 2.825 1.274 -0.927
H 2.076 -1.033 -2.208
H -3.501 1.976 0.159
H -2.515 2.995 -1.061
```

Entry from the OMol25 dataset: 2 unconnected molecules or ions with the total composition C4H12 (the ωB97M-V functional and the def2-TZVPD basis).

Values from the calculation:
Energy relative to the best compared isomer or geometry (same formula, charge and spin)   78.5 kJ/mol
Structure (SMILES)   CC.CC
E_LUMO   1.137 eV
Orbital gap   12.275 eV

```
16
C4H12 | the OMol25 dataset | the ωB97M-V functional and the def2-TZVPD basis
C 0.886 0.405 1.998
C -0.317 1.324 1.778
H 0.689 -0.659 2.003
H 1.680 0.760 1.335
H 1.271 0.728 2.972
H -0.638 1.607 0.769
H -1.111 1.292 2.523
H 0.037 2.387 1.863
C 0.237 -0.621 -1.478
C -0.862 -1.297 -2.335
H 1.177 -1.063 -1.798
H 0.200 0.446 -1.709
H 0.128 -0.749 -0.402
H -0.712 -0.955 -3.346
H -1.843 -1.208 -1.867
H -0.823 -2.397 -2.306
```

Entry from the OMol25 dataset: C3H6N2O in the gas phase (the ωB97M-V functional and the def2-TZVPD basis).

Values from the calculation:
Energy relative to the best compared isomer or geometry (same formula, charge and spin)   111.3 kJ/mol
Structure (SMILES)   [H]/N=C\CNC=O
E_LUMO   0.728 eV
Orbital gap   10.998 eV

```
12
C3H6N2O | the OMol25 dataset | the ωB97M-V functional and the def2-TZVPD basis
C -0.927 -0.098 -0.143
N 0.213 0.692 -0.560
C 0.830 1.566 0.297
C -0.512 -1.500 0.254
N 0.704 -1.941 0.190
O 0.505 1.772 1.455
H 0.568 0.587 -1.502
H 1.318 -1.176 -0.114
H 1.680 2.081 -0.182
H -1.619 -0.171 -0.988
H -1.446 0.367 0.700
H -1.313 -2.178 0.594
```